1.
7
Properties=species:S:1:pos:R:3 method="wB97M-V/def2-TZVPD" mol_weight_g_mol=89.01 total_charge=-1 relative_energy_ev=2.426 e_homo_ev=-3.1
P -0.39 -0.54 -0.86
O -1.38 -0.19 -3.79
O -1.50 1.87 -2.70
C -0.77 -0.86 0.71
C -1.35 0.81 -3.14
H -0.89 -1.99 0.57
H -0.10 -1.81 -1.67


2.
7
Properties=species:S:1:pos:R:3 method="wB97M-V/def2-TZVPD" mol_weight_g_mol=90.10 relative_energy_ev=3.280 e_homo_ev=-8.4
S -2.32 0.06 -0.05
O -1.06 1.16 -0.15
O -1.07 -1.03 -0.04
C 1.19 0.03 -0.08
C -0.10 0.19 -0.08
H 2.00 0.61 0.35
H 1.36 -1.02 0.05


3.
8
Properties=species:S:1:pos:R:3 method="wB97M-V/def2-TZVPD" mol_weight_g_mol=122.17 smiles="O=C(S)C(O)=S" relative_energy_ev=1.353 e_homo_ev=-9.3
S 1.80 -0.09 -0.24
S -2.45 0.28 -0.24
O -0.44 -1.39 0.19
O -0.08 1.92 0.15
C -0.93 -0.25 0.04
C 0.25 0.73 0.17
H 2.88 0.92 -0.25
H -1.03 -2.12 0.18


4.
8
Properties=species:S:1:pos:R:3 method="wB97M-V/def2-TZVPD" mol_weight_g_mol=122.17 smiles="O=C(S)C(O)=S" relative_energy_ev=0.758 e_homo_ev=-9.6
S 2.10 0.33 -0.35
S -2.03 -0.31 -0.35
O -0.76 1.71 0.54
O 0.59 -1.53 0.59
C -0.62 0.58 0.20
C 0.72 -0.29 0.13
H -1.72 -1.52 -0.28
H 1.48 -1.96 0.49


5.
8
Properties=species:S:1:pos:R:3 method="wB97M-V/def2-TZVPD" mol_weight_g_mol=122.17 relative_energy_ev=4.520 e_homo_ev="-9.6 / -9.6"
S -0.35 0.52 1.82
S -2.22 0.80 0.86
O -1.98 1.82 -0.11
O 0.52 1.47 1.16
C 0.42 -1.25 -0.90
C 1.61 -1.18 -1.02
H 2.56 -1.08 -0.63
H -0.57 -1.09 -1.18


6.
8
Properties=species:S:1:pos:R:3 method="wB97M-V/def2-TZVPD" mol_weight_g_mol=122.17 relative_energy_ev=4.204 e_homo_ev="-9.4 / -9.2"
S -1.24 -0.87 -1.94
S 1.14 1.15 1.92
O -2.12 -2.00 -1.69
O 2.62 1.08 1.82
C -0.67 -0.17 -0.08
C 0.44 0.55 0.00
H -1.33 -0.45 0.73
H 1.16 0.72 -0.77


7.
7
Properties=species:S:1:pos:R:3 method="wB97M-V/def2-TZVPD" mol_weight_g_mol=108.98 total_charge=+1 spin_multiplicity=5 relative_energy_ev=0.000 e_homo_ev="-13.2 / -15.1"
V 1.40 0.39 0.19
O -0.44 1.07 -0.47
O 0.30 -1.28 0.49
C -1.34 0.25 -0.14
C -0.96 -1.06 0.30
H -1.71 -1.68 0.80
H -2.16 -0.15 -0.87


8.
7
Properties=species:S:1:pos:R:3 method="wB97M-V/def2-TZVPD" mol_weight_g_mol=146.94 total_charge=+2 spin_multiplicity=2 relative_energy_ev=4.661 e_homo_ev="-16.5 / -16.4"
Y 1.91 0.17 0.87
O -0.02 -0.79 0.31
O -2.45 1.10 -0.75
C -1.10 -0.62 -0.38
C -1.30 0.78 -0.81
H -2.61 -0.30 -0.34
H -1.36 -1.40 -1.13


9.
7
Properties=species:S:1:pos:R:3 method="wB97M-V/def2-TZVPD" mol_weight_g_mol=74.03 smiles=OC#COO relative_energy_ev=5.917 e_homo_ev=-9.2
O -0.39 -1.17 0.82
O -0.48 2.19 -0.94
O 0.42 -2.19 0.11
C -0.36 -0.02 0.20
C -0.50 1.07 -0.30
H 0.94 -2.50 0.81
H 0.36 2.62 -0.70


10.
7
Properties=species:S:1:pos:R:3 method="wB97M-V/def2-TZVPD" mol_weight_g_mol=74.03 smiles="O=CC(=O)O" relative_energy_ev=2.112 e_homo_ev=-11.0
O -1.18 0.69 -1.16
O 0.82 -0.56 -0.91
O 0.89 -0.22 1.38
C -0.30 0.14 1.05
C -0.43 0.04 -0.42
H -0.97 0.75 1.64
H 1.18 -1.05 0.09


11.
8
Properties=species:S:1:pos:R:3 method="wB97M-V/def2-TZVPD" mol_weight_g_mol=106.10 relative_energy_ev=4.457 e_homo_ev=-9.5
S 1.08 1.00 1.10
O -0.45 0.11 1.24
O 0.61 2.12 0.33
O 1.46 -0.19 0.05
C 0.16 -0.31 0.02
C -0.75 -0.84 -0.76
H -1.67 -0.89 -0.26
H -0.44 -1.00 -1.71


12.
8
Properties=species:S:1:pos:R:3 method="wB97M-V/def2-TZVPD" mol_weight_g_mol=106.10 smiles="O=C(O)C(=O)S" relative_energy_ev=0.671 e_homo_ev=-10.4
S -1.59 -0.62 0.22
O 1.31 -0.92 -0.86
O 1.77 0.32 0.97
O -0.55 1.76 -0.47
C -0.37 0.61 -0.12
C 1.00 -0.03 0.09
H -0.77 -1.67 0.25
H 2.23 -1.18 -0.73


13.
9
Properties=species:S:1:pos:R:3 method="wB97M-V/def2-TZVPD" mol_weight_g_mol=138.17 relative_energy_ev=0.000 e_homo_ev=-10.4
S 1.27 0.33 -0.59
S -1.35 -0.92 -0.16
O 1.27 -1.31 -0.85
O -2.33 1.51 -0.45
O 2.46 0.78 0.06
C 0.43 -1.04 0.18
C -1.48 0.84 0.06
H 0.55 -1.46 1.06
H -0.82 1.27 0.69


14.
8
Properties=species:S:1:pos:R:3 method="wB97M-V/def2-TZVPD" mol_weight_g_mol=90.03 smiles="O=C(O)C(=O)O" relative_energy_ev=2.673 e_homo_ev=-11.0
O -1.37 0.88 -0.29
O -1.05 -1.37 0.27
O 1.62 -0.84 -0.19
O 0.84 1.35 0.35
C -0.67 -0.27 -0.04
C 0.59 0.16 -0.12
H 2.50 -0.16 -0.19
H -2.28 0.56 -0.03


15.
9
Properties=species:S:1:pos:R:3 method="wB97M-V/def2-TZVPD" mol_weight_g_mol=122.10 relative_energy_ev=6.381 e_homo_ev="-10.8 / -8.9"
S -1.60 -0.61 0.15
O -2.11 -1.95 0.08
O -2.41 0.48 -0.29
O 1.52 1.56 -0.01
O 0.77 2.63 0.15
C 1.18 0.32 -0.02
C 0.11 -0.58 -0.09
H 0.41 -1.60 0.10
H 2.12 -0.23 -0.08


16.
6
Properties=species:S:1:pos:R:3 method="wB97M-V/def2-TZVPD" mol_weight_g_mol=74.10 smiles="O=CC=S" relative_energy_ev=0.378 e_homo_ev=-9.4
S 2.05 0.09 -0.10
O -1.71 -0.12 -0.18
C -0.67 0.46 0.08
C 0.58 -0.47 0.06
H -0.43 1.49 0.03
H 0.17 -1.45 0.10


17.
7
Properties=species:S:1:pos:R:3 method="wB97M-V/def2-TZVPD" mol_weight_g_mol=106.17 relative_energy_ev=3.834 e_homo_ev=-8.9
S 1.93 1.21 0.34
S 1.99 -0.94 0.37
O -0.19 0.10 -1.17
C -1.03 -0.10 0.00
C 0.65 0.14 -0.11
H -1.90 -1.21 0.14
H -1.46 0.81 0.42


18.
7
Properties=species:S:1:pos:R:3 method="wB97M-V/def2-TZVPD" mol_weight_g_mol=106.17 relative_energy_ev=6.184 e_homo_ev="-9.5 / -9.5"
S -0.04 -2.70 -1.80
S 1.76 -1.66 -1.71
O 1.14 1.06 0.98
C -0.53 -1.46 -0.62
C 0.67 -0.95 -0.55
H -1.39 -1.49 0.10
H 1.59 1.91 0.59


19.
7
Properties=species:S:1:pos:R:3 method="wB97M-V/def2-TZVPD" mol_weight_g_mol=106.17 smiles=C1OC12SS2 relative_energy_ev=2.445 e_homo_ev=-8.4
S -1.92 -1.09 0.28
S -1.99 0.92 0.47
O 0.22 -0.01 -1.16
C 1.02 0.09 -0.01
C -0.52 0.05 -0.02
H 1.37 -0.82 0.23
H 1.81 0.87 0.20


20.
7
Properties=species:S:1:pos:R:3 method="wB97M-V/def2-TZVPD" mol_weight_g_mol=106.17 relative_energy_ev=2.123 e_homo_ev=-9.4
S 2.15 -0.32 -0.13
S -1.02 -1.53 0.38
O -0.04 2.28 0.04
C -0.33 1.16 -0.12
C 0.62 -0.01 -0.04
H -0.02 -2.34 0.07
H -1.36 0.76 -0.21